{
  "formula": "C24H59I2N7O3P2Si",
  "method": "wB97M-V/def2-TZVPD",
  "de_lowest_kcal_mol": 0.00,
  "spin_multiplicity": 1,
  "total_energy_ha": -3126.381262,
  "gap_ev": 8.24,
  "symbols": ["C", "C", "Si", "C", "C", "C", "C", "C", "N", "O", "C", "C", "C", "I", "C", "C", "I", "H", "H", "H", "H", "H", "H", "H", "H", "H", "H", "H", "H", "H", "H", "H", "H", "H", "H", "H", "H", "H", "H", "H", "O", "P", "N", "C", "C", "N", "C", "C", "N", "C", "C", "H", "H", "H", "H", "H", "H", "H", "H", "H", "H", "H", "H", "H", "H", "H", "H", "H", "H", "O", "P", "N", "C", "C", "N", "C", "C", "N", "C", "C", "H", "H", "H", "H", "H", "H", "H", "H", "H", "H", "H", "H", "H", "H", "H", "H", "H", "H"],
  "coordinates": [[4.912, 1.360, -4.557], [4.019, 0.572, -4.424], [2.869, -0.826, -4.060], [3.737, -2.221, -3.154], [5.267, -2.285, -3.395], [5.796, -3.696, -3.661], [6.168, -4.471, -2.387], [7.365, -5.433, -2.609], [7.444, -6.082, -3.924], [1.626, -0.213, -3.135], [1.379, 1.195, -3.267], [-0.010, 1.494, -2.670], [2.140, -1.565, -5.650], [3.661, -2.539, -6.801], [1.263, -0.587, -6.444], [2.014, 0.432, -7.294], [-0.204, -1.710, -7.561], [5.631, 2.147, -4.586], [3.264, -3.149, -3.495], [3.491, -2.149, -2.090], [5.796, -1.791, -2.578], [5.490, -1.697, -4.289], [6.719, -3.577, -4.235], [5.108, -4.298, -4.254], [6.462, -3.786, -1.586], [5.331, -5.050, -1.984], [8.274, -4.843, -2.474], [7.385, -6.232, -1.865], [6.530, -6.322, -4.282], [7.903, -5.465, -4.578], [1.346, 1.501, -4.315], [2.107, 1.782, -2.706], [-0.309, 0.690, -2.001], [-0.744, 1.607, -3.470], [0.023, 2.450, -2.146], [1.482, -2.360, -5.294], [0.694, -0.025, -5.701], [2.337, 1.276, -6.683], [2.861, 0.014, -7.833], [1.326, 0.808, -8.052], [0.701, 2.717, 1.866], [1.006, 1.259, 2.074], [0.502, 1.100, 3.703], [1.248, 0.518, 4.797], [-0.891, 1.412, 4.002], [2.718, 1.380, 1.927], [3.679, 0.826, 2.856], [3.252, 2.591, 1.320], [1.144, -0.460, 1.816], [1.584, -0.802, 0.436], [-0.102, -1.226, 2.044], [1.639, -0.481, 4.567], [0.616, 0.395, 5.677], [2.080, 1.157, 5.104], [-1.556, 0.560, 3.810], [-1.247, 2.243, 3.393], [-1.023, 1.714, 5.041], [3.830, 1.478, 3.726], [4.651, 0.704, 2.366], [3.395, -0.167, 3.200], [3.280, 3.429, 2.027], [2.663, 2.890, 0.457], [4.270, 2.410, 0.961], [0.865, -0.472, -0.319], [1.710, -1.881, 0.345], [2.546, -0.351, 0.207], [-0.952, -0.815, 1.494], [-0.353, -1.258, 3.102], [0.037, -2.262, 1.734], [-4.307, 1.389, 3.764], [-5.678, 1.794, 3.318], [-6.602, 1.325, 4.684], [-7.830, 0.557, 4.691], [-6.230, 1.900, 5.968], [-5.861, 0.686, 2.019], [-7.020, -0.150, 1.784], [-4.657, 0.019, 1.540], [-6.930, 2.792, 2.637], [-6.523, 3.425, 1.355], [-7.394, 3.893, 3.509], [-8.590, 0.960, 4.012], [-8.284, 0.557, 5.682], [-7.651, -0.490, 4.434], [-6.677, 2.892, 6.128], [-5.147, 2.013, 6.043], [-6.532, 1.257, 6.795], [-6.998, -1.060, 2.396], [-7.054, -0.461, 0.735], [-7.953, 0.380, 1.966], [-4.370, -0.822, 2.185], [-3.821, 0.712, 1.486], [-4.820, -0.362, 0.529], [-5.674, 4.103, 1.486], [-7.358, 3.989, 0.940], [-6.249, 2.676, 0.617], [-6.570, 4.504, 3.886], [-7.961, 3.509, 4.356], [-8.076, 4.541, 2.959]],
  "forces_ev_per_angstrom": [[0.29, 0.77, 0.14], [-0.31, -0.87, 0.02], [0.10, -0.35, 0.24], [-0.05, 0.18, 0.19], [-0.68, -0.04, -0.72], [0.70, 0.17, 0.92], [0.21, -0.54, 0.15], [-0.16, 0.07, -0.24], [0.26, 0.08, 0.29], [0.68, 0.21, -0.66], [-1.45, 0.03, 0.76], [0.34, 0.31, -0.49], [-0.43, 0.58, 0.20], [-0.14, -0.04, 0.05], [0.81, -0.05, 0.28], [-0.65, 0.01, -0.50], [0.03, 0.16, -0.10], [0.06, -0.14, -0.16], [0.04, 0.01, -0.04], [0.05, 0.04, -0.01], [0.06, -0.14, 0.04], [0.08, 0.05, 0.08], [-0.09, -0.07, -0.13], [-0.05, 0.25, -0.19], [-0.09, 0.08, -0.06], [-0.15, 0.13, -0.18], [0.11, -0.18, -0.08], [-0.10, 0.21, 0.21], [0.01, 0.01, -0.05], [-0.18, -0.08, -0.21], [0.46, 0.05, 0.01], [0.36, -0.21, -0.26], [-0.04, 0.10, 0.08], [-0.14, -0.24, 0.12], [-0.11, -0.12, 0.18], [0.23, -0.15, 0.03], [-0.36, -0.26, -0.11], [0.15, -0.10, 0.05], [0.04, -0.10, 0.16], [0.09, 0.22, 0.07], [-2.26, -1.27, -2.55], [4.61, 0.83, 5.04], [-0.54, 0.07, -0.03], [0.26, -0.44, -0.16], [-0.22, 0.15, -0.32], [0.13, 0.19, -0.24], [0.07, -0.49, -0.11], [-0.15, 0.19, 0.04], [-2.05, 0.60, -2.40], [0.43, -0.05, -0.04], [-0.10, -0.08, 0.54], [0.07, 0.05, -0.02], [-0.19, 0.07, -0.13], [0.05, -0.08, -0.03], [-0.08, 0.06, 0.14], [0.08, -0.03, -0.07], [0.14, -0.03, 0.03], [0.03, -0.03, 0.02], [-0.02, 0.09, -0.05], [-0.18, 0.06, 0.04], [0.02, 0.07, -0.08], [-0.08, 0.07, 0.09], [0.02, -0.15, 0.12], [-0.02, -0.16, -0.03], [-0.13, -0.02, 0.11], [-0.04, 0.16, 0.13], [-0.05, -0.12, -0.04], [0.03, 0.22, 0.01], [0.12, 0.06, -0.13], [0.64, 3.29, -0.27], [-2.99, -5.74, -0.03], [0.23, 0.34, 0.40], [-0.33, 0.13, -0.38], [0.38, 0.16, 0.01], [0.31, -0.04, -0.12], [-0.36, 0.26, -0.24], [0.20, -0.03, 0.19], [2.21, 2.07, 0.16], [-0.09, -0.20, -0.37], [-0.32, -0.18, 0.40], [0.04, -0.05, -0.05], [0.17, 0.15, 0.07], [-0.06, 0.03, -0.07], [-0.05, -0.06, 0.11], [-0.01, -0.01, -0.12], [-0.06, -0.08, -0.08], [-0.03, -0.01, -0.02], [0.12, 0.00, 0.00], [0.07, 0.06, 0.16], [0.08, -0.01, -0.05], [0.02, -0.02, 0.13], [-0.19, 0.00, 0.03], [-0.08, 0.12, -0.02], [-0.05, 0.03, 0.16], [0.05, -0.14, 0.16], [-0.06, 0.12, -0.03], [0.15, -0.15, 0.03], [0.09, -0.05, -0.16]],
  "lowdin_charge": [0.08, -0.15, 0.41, -0.23, -0.27, -0.24, -0.20, -0.28, -0.02, -0.21, -0.30, -0.06, -0.85, 0.91, -0.89, -0.19, 0.80, 0.03, 0.07, 0.07, 0.11, 0.05, 0.10, 0.09, 0.10, 0.10, 0.11, 0.10, 0.06, 0.05, 0.09, 0.11, 0.06, 0.07, 0.08, 0.02, 0.05, 0.07, 0.03, 0.06, -0.30, 0.69, -0.32, -0.13, -0.13, -0.33, -0.14, -0.14, -0.27, -0.12, -0.12, 0.07, 0.08, 0.07, 0.06, 0.07, 0.08, 0.08, 0.08, 0.06, 0.08, 0.06, 0.08, 0.06, 0.08, 0.07, 0.08, 0.07, 0.08, -0.29, 0.67, -0.32, -0.13, -0.13, -0.32, -0.14, -0.14, -0.28, -0.12, -0.13, 0.07, 0.08, 0.07, 0.07, 0.07, 0.08, 0.08, 0.08, 0.07, 0.08, 0.07, 0.08, 0.08, 0.08, 0.07, 0.09, 0.07, 0.08]
}

{
  "formula": "C7H12ClNO6S",
  "method": "wB97M-V/def2-TZVPD",
  "smiles": "CC1(C)OO[C@@]1(C)COC(=O)NS(=O)(=O)Cl",
  "spin_multiplicity": 1,
  "total_energy_ha": -1638.324869,
  "gap_ev": 7.74,
  "symbols": ["O", "O", "O", "Cl", "O", "O", "O", "C", "N", "C", "C", "C", "C", "C", "C", "S", "H", "H", "H", "H", "H", "H", "H", "H", "H", "H", "H", "H"],
  "coordinates": [[1.992, 0.433, -2.158], [-0.497, 2.199, -0.531], [-1.835, 2.741, -2.555], [0.826, 4.102, -2.250], [-0.058, -0.511, -1.567], [-0.419, -1.906, 2.306], [0.746, -2.310, 1.525], [0.795, 0.370, -2.251], [0.131, 1.261, -2.989], [-1.935, -0.944, 0.611], [-0.644, 0.481, 2.413], [1.978, -0.392, 1.062], [0.556, -1.577, -0.834], [-0.637, -0.760, 1.449], [0.720, -1.153, 0.692], [-0.489, 2.506, -1.954], [-0.781, 0.928, -3.312], [-2.848, -0.861, 1.184], [-1.838, -1.927, 0.282], [-1.895, -0.107, -0.129], [-0.480, 1.456, 1.922], [0.082, 0.353, 3.237], [-1.672, 0.531, 2.766], [2.350, -0.567, 2.007], [1.648, 0.644, 0.844], [2.726, -0.655, 0.352], [1.588, -1.829, -1.179], [-0.110, -2.505, -0.944]],
  "forces_ev_per_angstrom": [[-0.63, -0.70, 0.45], [1.03, 0.26, -2.13], [3.71, 0.06, 1.03], [-0.96, -1.30, 0.07], [1.62, 0.87, -1.71], [0.25, -0.54, -0.39], [-0.45, -1.66, 0.29], [2.32, -3.24, 2.82], [-3.10, 3.08, -0.61], [1.58, 2.55, 0.93], [-0.02, -0.25, -1.11], [-2.09, 1.73, -3.46], [0.44, -0.88, 1.42], [0.27, 1.22, 0.44], [-1.35, -0.45, 0.73], [-3.84, 0.87, 0.03], [0.17, -0.23, -0.23], [-0.04, 0.11, 0.45], [-0.29, -1.44, -1.37], [-0.38, -1.13, 0.16], [0.14, -0.53, -0.06], [-0.48, -0.02, -0.47], [0.05, -0.01, 0.54], [0.18, -0.21, 2.18], [0.98, -0.02, 0.50], [0.82, -0.03, -0.56], [-0.89, 0.34, -0.22], [0.93, 1.54, 0.29]],
  "lowdin_charge": [0.16, -0.32, -0.34, 0.40, -0.02, -0.02, -0.03, -0.61, -0.01, 0.01, 0.00, 0.02, -0.06, -0.42, -0.38, 0.46, 0.13, 0.09, 0.06, 0.09, 0.07, 0.10, 0.08, 0.07, 0.10, 0.07, 0.14, 0.16]
}